[1]
Computed, not measured: a 7-piece molecular cluster, C57H67BrIN2O4P overall, with the ωB97M-V functional and the def2-TZVPD basis.

Computed properties:
* electronic energy: -5835.8001 Eh
* SMILES: CCC[C@@H](C)c1c(C[C@@H](C)O)c(NCC)c2c(c1C[C@H](C)I)C(=O)N(P(O)Br)C2=O.c1ccccc1.c1ccccc1.c1ccccc1.c1ccccc1.c1ccccc1.c1ccccc1

```
! wB97M-V def2-TZVPD RIJCOSX def2/J DEFGRID3
* xyz 0 1
C -0.43873 -4.51960 4.15202
C -0.51390 -5.68310 3.14465
C -1.35962 -5.33241 1.91185
C -0.53109 -5.16061 0.59838
C -0.90219 -6.21746 -0.45927
C -0.58879 -3.73051 0.08273
C 0.60466 -2.96827 0.01510
C 1.94210 -3.59197 0.37478
C 2.41665 -4.64399 -0.64213
C 3.36445 -4.06753 -1.69562
O 3.05662 -5.75497 -0.03382
C 0.59087 -1.60116 -0.38863
N 1.73979 -0.81863 -0.49972
C 1.78324 0.46375 0.24111
C 3.21955 0.73466 0.67806
C -0.64760 -1.04900 -0.70064
C -1.81464 -1.80052 -0.63061
C -1.83112 -3.14978 -0.28549
C -3.15806 -3.87887 -0.33736
C -3.45579 -4.55077 -1.69194
C -3.28449 -3.68155 -2.92539
I -5.49269 -5.25311 -1.60440
C -2.94357 -0.87698 -0.97337
O -4.06947 -1.08485 -1.30059
N -2.39799 0.43522 -0.84077
P -3.18375 1.79027 -1.65966
O -4.72160 1.71547 -1.19023
Br -3.23381 1.13403 -3.81609
C -1.01006 0.31069 -1.15790
O -0.38821 1.15364 -1.72223
H -0.28781 -4.92424 5.14835
H 0.37683 -3.84937 3.89035
H -1.36560 -3.95428 4.15973
H 0.51000 -5.92736 2.86338
H -0.92253 -6.55521 3.64655
H -1.86053 -4.38713 2.09908
H -2.14766 -6.06132 1.73970
H 0.47864 -5.40188 0.88439
H -0.63132 -5.90804 -1.46436
H -0.31313 -7.10980 -0.24870
H -1.93968 -6.52121 -0.38442
H 1.81004 -4.10338 1.32877
H 2.71943 -2.85969 0.55144
H 1.53388 -5.00508 -1.16904
H 3.13998 -4.50375 -2.66400
H 4.38767 -4.32655 -1.44363
H 3.22582 -2.99303 -1.78461
H 2.71676 -5.89657 0.85338
H 2.57142 -1.34349 -0.29441
H 1.10713 0.42316 1.09423
H 1.50981 1.26774 -0.43119
H 3.87172 0.47950 -0.15576
H 3.49334 0.19061 1.57691
H 3.34637 1.80197 0.82883
H -3.29429 -4.59260 0.46441
H -3.93406 -3.13082 -0.21097
H -2.85504 -5.43634 -1.83268
H -4.07002 -2.94550 -3.02755
H -3.35156 -4.32310 -3.80254
H -2.29907 -3.22098 -2.94283
H -5.28257 1.19843 -1.78578
C -3.31787 -0.93843 6.14242
C -2.07554 -1.52373 5.94221
C -1.37534 -2.05712 7.01634
C -1.92255 -2.01141 8.29098
C -3.16645 -1.42894 8.49118
C -3.86254 -0.88994 7.41801
H -3.85981 -0.51856 5.30474
H -1.65133 -1.56306 4.94627
H -0.40360 -2.50831 6.85940
H -1.37926 -2.42961 9.12854
H -3.59348 -1.39443 9.48514
H -4.83016 -0.43142 7.57548
C 4.32630 1.03700 -3.11762
C 5.04633 2.20576 -3.32667
C 4.38434 3.42530 -3.38618
C 3.00500 3.47533 -3.22788
C 2.28722 2.30531 -3.01468
C 2.94789 1.08708 -2.96500
H 4.83837 0.08334 -3.07372
H 6.12235 2.16737 -3.44378
H 4.94398 4.33664 -3.55426
H 2.48880 4.42661 -3.26760
H 1.21527 2.33852 -2.89009
H 2.38522 0.17729 -2.80217
C 7.28740 -1.70618 -3.59235
C 6.80061 -2.56728 -2.61883
C 7.35650 -3.82993 -2.46735
C 8.40470 -4.22807 -3.28523
C 8.89341 -3.36548 -4.25675
C 8.33285 -2.10551 -4.41277
H 6.85247 -0.72229 -3.71167
H 5.98618 -2.25398 -1.97695
H 6.97386 -4.50407 -1.71139
H 8.84099 -5.21120 -3.16510
H 9.71164 -3.67607 -4.89343
H 8.71051 -1.43477 -5.17355
C -2.53090 3.36676 4.37949
C -1.97952 2.09787 4.27006
C -2.03685 1.42049 3.05896
C -2.63807 2.01294 1.95590
C -3.18736 3.28303 2.06704
C -3.13650 3.95776 3.27866
H -2.48867 3.89548 5.32304
H -1.50743 1.63703 5.12806
H -1.61039 0.42672 2.97314
H -2.67191 1.48117 1.01016
H -3.65503 3.74673 1.20680
H -3.56859 4.94634 3.36499
C -1.61932 8.53641 1.31449
C -1.92940 9.87390 1.51747
C -3.09603 10.22345 2.18321
C -3.94933 9.23481 2.65256
C -3.63699 7.89755 2.45221
C -2.47411 7.54710 1.77998
H -0.71123 8.26409 0.79240
H -1.26136 10.64488 1.15569
H -3.34026 11.26672 2.33654
H -4.85753 9.50671 3.17494
H -4.30334 7.12758 2.82015
H -2.23315 6.50353 1.61967
C -0.81614 4.52184 -5.06455
C -0.05907 5.64572 -5.36465
C -0.68349 6.86838 -5.57083
C -2.06437 6.96816 -5.47036
C -2.82117 5.84431 -5.16819
C -2.19762 4.62057 -4.96861
H -0.33015 3.56692 -4.90490
H 1.01851 5.56850 -5.43873
H -0.09370 7.74409 -5.80985
H -2.55057 7.92246 -5.62740
H -3.89792 5.92260 -5.08795
H -2.78005 3.73885 -4.73517
*
```

Atom charges from the Löwdin analysis, given in e for atoms 1 to 4:
1 C -0.10
2 C -0.23
3 C -0.15
4 C -0.29

---

[2]
Computed, not measured: a 7-piece molecular cluster, C57H70BBrFN3O6PS overall, with the ωB97M-V functional and the def2-TZVPD basis.

Computed properties:
* ΔE to the lowest compared entry with this formula, charge and spin: 0.00 kcal/mol

```
! wB97M-V def2-TZVPD RIJCOSX def2/J DEFGRID3
* xyz 1 1
C -2.26205 0.45212 3.23615
C -0.73133 0.26847 3.67632
B 0.29240 1.16507 2.82608
O 0.03309 2.55407 2.81544
C 1.61269 0.56694 2.05307
C 2.55098 0.34844 3.29761
Br 4.20832 -0.68218 2.97683
C 2.92680 1.64869 4.11568
C 2.34955 1.62673 5.61080
C 1.31238 -0.84994 1.35532
C -0.11194 -1.10972 0.71452
C -0.98054 -2.18818 1.49969
O -1.13049 -3.40561 0.70975
C -1.16575 -4.44523 1.66915
O -2.13460 -5.08911 1.89929
C 2.41324 -1.02206 0.21274
C 2.87146 -2.37214 -0.35557
C 2.15788 -2.86672 -1.67056
C 2.16725 -4.47566 -1.62432
C 2.43216 -4.97721 -3.11600
O 1.40178 -4.46014 -3.96672
N 2.82681 0.21784 -0.04000
S 4.03157 0.37696 -1.25735
O 3.66675 -0.30614 -2.48612
O 4.26064 1.75494 -1.63693
F 5.36644 -0.35421 -0.70225
C 2.11231 1.28920 0.75839
P 0.86436 1.85403 -0.57357
N -0.45948 2.53545 -0.07330
C 2.92779 2.64431 1.01281
C 4.33534 2.48572 1.31981
C 5.09226 3.73828 1.56073
C 4.24950 4.92998 1.44170
C 2.82836 4.92148 1.15973
N 2.17340 3.75167 0.94326
H -2.26344 0.76040 2.16030
H -2.68281 1.26771 3.88698
H -2.82517 -0.49725 3.39555
H -0.40534 -0.80320 3.74666
H -0.67212 0.66886 4.73422
H -0.85617 2.65676 2.41548
H 1.94469 -0.28567 4.00880
H 4.04557 1.66567 4.24046
H 2.63383 2.62118 3.65676
H 1.30393 2.04345 5.53921
H 2.30449 0.59169 6.03499
H 3.01194 2.28920 6.21900
H 1.55678 -1.71244 2.03049
H -0.69738 -0.18325 0.46995
H 0.07625 -1.60211 -0.28584
H -0.42621 -2.48471 2.43213
H -2.01193 -1.81395 1.72154
H -0.22584 -4.63021 2.27568
H 3.98277 -2.38445 -0.55159
H 2.71728 -3.15695 0.43868
H 2.68117 -2.60014 -2.62193
H 1.08812 -2.57225 -1.79012
H 1.21199 -4.89734 -1.23031
H 3.06704 -4.74177 -0.99460
H 2.53722 -6.08856 -3.16791
H 3.39492 -4.47417 -3.43277
H 1.60957 -3.56098 -4.26667
H 0.55891 0.66989 -1.33447
H 1.57282 2.73394 -1.45395
H -0.53038 3.48317 -0.45634
H 4.89027 1.52261 1.35277
H 6.17298 3.76347 1.80235
H 4.73701 5.92149 1.61178
H 2.24882 5.87369 1.08897
C -4.04723 4.99921 0.27410
C -5.06816 5.14776 -0.65616
C -4.79187 5.66601 -1.91573
C -3.49196 6.02700 -2.24837
C -2.47006 5.87509 -1.31917
C -2.74816 5.36525 -0.05662
H -4.26382 4.59802 1.25762
H -6.08108 4.86002 -0.39924
H -5.59002 5.78793 -2.63890
H -3.27576 6.42678 -3.23218
H -1.45513 6.15563 -1.57956
H -1.95125 5.25194 0.67040
C -0.63721 -9.84299 1.05288
C -1.19697 -8.59541 1.30124
C -1.79541 -8.33259 2.52762
C -1.82553 -9.31567 3.50986
C -1.26260 -10.56197 3.26284
C -0.67219 -10.82731 2.03318
H -0.17364 -10.04871 0.09485
H -1.16783 -7.82639 0.53694
H -2.23721 -7.36269 2.71770
H -2.28802 -9.10983 4.46815
H -1.28487 -11.32787 4.02948
H -0.23829 -11.80104 1.83902
C -10.21502 7.97177 -4.17778
C -9.67470 7.50740 -2.98497
C -8.37989 7.85981 -2.62450
C -7.62834 8.68486 -3.45273
C -8.17015 9.15212 -4.64384
C -9.46173 8.79241 -5.00864
H -11.22374 7.69420 -4.46038
H -10.26328 6.86939 -2.33578
H -7.95603 7.49214 -1.69682
H -6.61986 8.96368 -3.16906
H -7.58465 9.79698 -5.28903
H -9.88208 9.15262 -5.94013
C 8.36709 1.24736 -4.69072
C 7.28761 0.90655 -3.88537
C 6.85872 -0.41362 -3.81980
C 7.51574 -1.39496 -4.55254
C 8.59742 -1.05444 -5.35494
C 9.02066 0.26704 -5.42755
H 8.69952 2.27737 -4.74459
H 6.77903 1.67135 -3.30847
H 6.01280 -0.67815 -3.19698
H 7.18432 -2.42565 -4.49789
H 9.11083 -1.81979 -5.92516
H 9.86087 0.53303 -6.05766
C -1.73061 3.95197 5.63958
C -2.24283 5.23187 5.81393
C -2.81373 5.59266 7.02800
C -2.86396 4.67621 8.07183
C -2.34868 3.39772 7.89920
C -1.78582 3.03387 6.68208
H -1.28763 3.66914 4.69108
H -2.19767 5.94885 5.00214
H -3.21902 6.58857 7.16167
H -3.30497 4.95933 9.02014
H -2.38660 2.68391 8.71399
H -1.38849 2.03360 6.54628
C -1.63213 -8.69296 -5.12501
C -1.05952 -7.64051 -4.42071
C -0.33074 -6.66577 -5.09370
C -0.18399 -6.74077 -6.47404
C -0.75971 -7.79122 -7.17871
C -1.48009 -8.76949 -6.50408
H -2.19723 -9.45396 -4.59922
H -1.18078 -7.57988 -3.34464
H 0.12289 -5.84641 -4.54355
H 0.37988 -5.97910 -7.00070
H -0.64613 -7.84798 -8.25527
H -1.92423 -9.59120 -7.05333
*
```

Atom charges from the Löwdin analysis, given in e for atoms 1 to 4:
1 C -0.07
2 C -0.13
3 B -0.46
4 O 0.08

---

Largest force on an atom (computed, eV Å⁻¹): 2.31; 6.57